[1]
Entry from the OMol25 dataset: a structure of composition C37H53KN11O5PSe2 (ωB97M-V/def2-TZVPD).

The geometry in XYZ format:
```
110
Properties=species:S:1:pos:R:3:mulliken_charge:R:1
K 0.39456 0.45004 -0.20316 1.9220
N -1.58664 2.54846 2.29582 -0.4668
N -0.65457 3.04930 3.21892 -0.1022
C 0.66761 2.86846 3.05979 -0.3219
N 1.46332 3.43806 3.97863 -0.3029
N 1.03334 2.11316 2.02053 -0.0139
N 2.34693 1.93544 1.77534 0.5128
O 3.24857 2.52233 2.38180 -0.9196
O 2.59233 1.13558 0.88190 -0.3873
H -2.42229 3.11172 2.38270 0.2357
H -1.79597 1.54168 2.45319 0.2398
H -0.96579 3.25852 4.15623 0.2683
H 1.05906 3.72191 4.85471 0.2494
H 2.43978 3.18624 3.94654 0.2292
C -2.54053 -2.70713 2.83480 -0.8571
O -1.32133 -2.19599 2.28498 -0.1286
C -1.18604 -0.82165 2.16116 0.2297
O -2.15447 -0.16813 2.58320 -0.9974
H -2.44240 -3.79089 2.82977 0.2398
H -3.39883 -2.40840 2.23290 0.2086
H -2.69280 -2.35065 3.85449 0.3558
C 4.31316 -1.43025 -1.81187 -0.9794
O 3.16719 -0.73588 -1.36034 0.7543
H 4.45905 -2.36777 -1.26780 0.2746
H 5.21961 -0.82488 -1.72009 0.2672
H 4.15559 -1.66340 -2.86546 0.2969
H 3.27404 -0.53812 -0.41535 -0.3735
Se 2.65232 1.17894 -3.79919 0.2834
N 4.09550 2.14424 -3.48559 -0.8538
C 3.81893 2.89151 -2.43277 0.4832
C 4.71364 3.81430 -1.81208 -0.5763
C 4.24797 4.51166 -0.75157 -0.6200
C 2.89635 4.32547 -0.30475 -0.3743
N 2.04210 3.49925 -0.82504 -0.0033
C 2.49532 2.74958 -1.88116 0.0959
N 1.71827 1.85596 -2.46399 0.1349
H 5.71844 3.92968 -2.19523 0.4827
H 4.87204 5.22240 -0.22796 0.4177
H 2.54373 4.91812 0.53442 0.4679
N -1.08066 2.81182 -0.72432 -0.0981
C -1.98444 3.03870 -1.75429 0.5246
C -3.33149 2.70338 -1.59665 -0.2104
C -4.22089 2.85278 -2.64756 -0.5682
C -3.79200 3.33579 -3.87697 -0.6086
C -2.45421 3.67270 -4.03518 -0.6537
C -1.55688 3.52930 -2.98949 -0.1909
H -0.18959 3.28533 -0.79048 0.1440
H -1.44003 2.82256 0.22334 -0.0190
H -3.66982 2.30071 -0.64781 0.2887
H -5.25918 2.57905 -2.50551 0.3774
H -4.48819 3.44728 -4.69724 0.3769
H -2.10147 4.05163 -4.98676 0.4001
H -0.51079 3.78044 -3.12402 0.3852
C -1.60228 0.00653 -3.45011 -2.1832
C -1.18378 -1.46813 -3.51908 2.6975
C 0.26685 -1.52757 -4.00475 -1.6783
C -2.09764 -2.17586 -4.51818 -1.9957
P -1.22250 -2.05077 -1.72994 0.8802
C -3.02029 -2.19567 -1.39730 0.2346
C -3.54853 -1.25662 -0.51256 -0.1494
C -4.89907 -1.25402 -0.18690 -1.0832
C -5.74490 -2.20189 -0.73896 -0.7722
C -5.23452 -3.15049 -1.61716 -0.7607
C -3.88790 -3.14463 -1.94399 -0.3537
C -0.52212 -3.79342 -1.59016 2.4120
C 0.98515 -3.62444 -1.34423 -2.1457
C -1.12963 -4.40300 -0.32016 -1.9187
C -0.72780 -4.75808 -2.75839 -1.9482
H -1.60495 0.43767 -4.45598 0.6995
H -0.91219 0.59787 -2.84449 0.1380
H -2.60496 0.12996 -3.03569 0.2616
H 0.36323 -0.94844 -4.92945 0.6621
H 0.59296 -2.54611 -4.21786 0.1856
H 0.95192 -1.11338 -3.25843 -0.2146
H -1.97002 -1.71781 -5.50451 0.5497
H -3.14607 -2.06469 -4.24072 0.3833
H -1.87548 -3.23743 -4.61558 0.2973
H -2.89045 -0.53052 -0.05024 0.4458
H -5.27930 -0.51952 0.51216 0.5048
H -6.79713 -2.20938 -0.48394 0.3964
H -5.88925 -3.89707 -2.04909 0.4486
H -3.51435 -3.88874 -2.63373 0.1654
H 1.18202 -3.04129 -0.44279 0.3241
H 1.49569 -3.13474 -2.17411 0.2161
H 1.43865 -4.61085 -1.20539 0.5659
H -1.04875 -3.71918 0.52738 0.2354
H -0.58116 -5.31650 -0.07163 0.5339
H -2.18015 -4.66312 -0.45593 0.3604
H -0.23678 -4.41873 -3.67047 0.3756
H -1.78048 -4.93247 -2.97910 0.2118
H -0.28829 -5.72498 -2.49365 0.5184
C 5.00185 -0.53447 4.22305 -0.9860
N 3.56169 -0.54694 4.09999 0.3346
C 2.85169 -1.14434 3.09717 -0.3386
Se 3.52858 -2.13428 1.71197 -0.2959
N 1.54867 -0.88304 3.33562 0.8979
C 1.40662 -0.13128 4.48457 0.5777
C 0.28558 0.34510 5.14753 -0.4103
C 0.50728 1.05876 6.31904 -0.8270
C 1.79802 1.29155 6.80296 -0.7158
C 2.91826 0.81003 6.13631 -0.5645
C 2.69504 0.08836 4.97383 0.0374
H 5.41177 -1.11065 3.39784 0.2501
H 5.30269 -0.98432 5.16972 0.3428
H 5.36776 0.49172 4.16886 0.3393
H 0.75605 -1.07468 2.69952 -0.5994
H -0.70822 0.15464 4.76280 0.5855
H -0.34157 1.42507 6.88358 0.4702
H 1.92830 1.84104 7.72626 0.3963
H 3.91665 0.97490 6.51904 0.4861
```

* highest occupied orbital energy: -7.0 eV
* net charge: 0
* Kohn-Sham gap: 5.9550 eV
* energy relative to the best compared isomer or geometry (same formula, charge and spin): 45.5 kcal per mole

[2]
Entry from the OMol25 dataset: a structure of composition C37H53N3NiSi2 (ωB97M-V/def2-TZVPD).

The geometry in XYZ format:
```
96
Properties=species:S:1:pos:R:3:mulliken_charge:R:1
Ni -0.44050 0.52319 0.04219 -0.2172
N 0.62024 2.04300 1.16984 0.8735
C 0.53501 3.33863 0.61222 -0.5267
C 0.89255 4.47207 1.28272 -0.5170
C 0.75318 5.74539 0.67921 -0.9408
C 0.26792 5.87034 -0.58736 -0.8383
C -0.13017 4.71195 -1.30139 0.7576
C -0.69282 4.74986 -2.59751 -0.8662
C -1.10939 3.59376 -3.18214 -1.0557
C -0.96698 2.37784 -2.47470 -0.4010
N -0.43005 2.29834 -1.28903 0.9767
C -0.00591 3.44874 -0.69703 0.1548
H 0.85362 2.04146 2.14989 0.3176
H 1.25654 1.42668 0.64099 -0.4822
H 1.29300 4.39355 2.28730 0.4536
H 1.04354 6.62648 1.23826 0.4296
H 0.16386 6.84401 -1.05328 0.4199
H -0.79878 5.70412 -3.10303 0.4317
H -1.55734 3.58592 -4.16750 0.4544
H -1.32659 1.44801 -2.90359 0.3156
C -0.75035 -0.87582 -1.24704 0.4511
Si 0.80306 -1.82052 -1.46886 -1.2352
C 2.25206 -0.59506 -1.59986 -1.0597
N 2.42540 0.35021 -0.47214 0.3062
C 3.23056 1.52409 -0.86709 -0.7711
C 4.71695 1.23031 -1.03882 -0.9257
C 5.28303 0.51721 0.21263 -0.6749
C 4.21545 0.36371 1.29574 -1.0466
C 2.99276 -0.34047 0.72729 0.3636
C 0.87915 -2.73375 -3.12021 0.7542
C 0.87868 -2.01057 -4.31977 -0.4230
C 0.88735 -2.64664 -5.55390 -0.6902
C 0.88832 -4.03537 -5.61627 -0.4662
C 0.87932 -4.77547 -4.44213 -0.7624
C 0.87593 -4.12908 -3.21008 -0.2172
C 1.14380 -3.08899 -0.13596 0.5311
C 2.33715 -3.82099 -0.11035 0.0617
C 2.58057 -4.76593 0.87630 -0.8524
C 1.62288 -5.00491 1.85779 -0.5956
C 0.42809 -4.29984 1.84229 -0.6793
C 0.19471 -3.35143 0.85065 -0.0616
H -1.62071 -1.52271 -1.15986 -0.2707
H -0.87225 -0.33681 -2.20058 0.1619
H 2.04178 -0.01027 -2.50463 0.6200
H 3.19482 -1.13161 -1.80217 0.4260
H 3.10814 2.30539 -0.11141 0.2754
H 2.79850 1.92251 -1.78555 0.5038
H 5.23489 2.17438 -1.22019 0.4942
H 4.87185 0.62032 -1.93020 0.2863
H 6.14934 1.05260 0.60442 0.4344
H 5.63564 -0.48151 -0.05791 0.2676
H 3.94500 1.33792 1.71361 0.3224
H 4.59734 -0.22942 2.12733 0.4934
H 2.21731 -0.45853 1.48929 -0.4870
H 3.28683 -1.35335 0.44623 0.2645
H 0.86430 -0.92183 -4.29666 0.1887
H 0.88982 -2.06118 -6.46684 0.3940
H 0.89215 -4.53697 -6.57719 0.3741
H 0.87343 -5.85928 -4.48367 0.3961
H 0.87038 -4.72596 -2.30306 0.2901
H 3.09109 -3.65408 -0.87814 0.4645
H 3.51162 -5.32076 0.88000 0.4097
H 1.80876 -5.74400 2.62924 0.3733
H -0.32189 -4.48460 2.60248 0.4525
H -0.74084 -2.79842 0.84325 0.2749
C -2.64582 2.39092 1.47790 -1.5686
Si -2.28453 0.53148 1.42184 0.9315
C -3.89054 -0.22397 0.68710 2.3320
C -3.84955 -1.74819 0.51078 -1.2975
C -4.06863 0.41932 -0.70053 -1.7206
C -5.14159 0.10720 1.51631 -2.0316
C -2.02717 0.08836 3.28315 2.7569
C -3.02947 0.81396 4.19652 -1.8602
C -2.12690 -1.41399 3.55953 -2.0079
C -0.62288 0.54545 3.70238 -2.0793
H -3.57416 2.61280 2.01757 0.5372
H -2.73965 2.80296 0.46541 0.2732
H -1.83651 2.93631 1.97798 0.2721
H -3.00213 -2.08164 -0.09216 -0.0066
H -4.76508 -2.08150 0.00011 0.5349
H -3.80336 -2.27456 1.46624 0.2547
H -3.17491 0.30248 -1.32243 0.1721
H -4.29418 1.48972 -0.62288 0.3239
H -4.90949 -0.05577 -1.22533 0.5367
H -5.15588 -0.43609 2.46597 0.3602
H -6.04201 -0.19526 0.96109 0.4965
H -5.23593 1.17622 1.73370 0.3172
H -4.06744 0.55709 3.97183 0.2644
H -2.93290 1.90252 4.12427 0.3242
H -2.84407 0.53856 5.24579 0.5085
H -3.15238 -1.77845 3.46108 0.2692
H -1.80548 -1.62768 4.58994 0.5060
H -1.48977 -1.99459 2.88975 0.3227
H -0.50211 1.63090 3.58843 0.2339
H 0.15814 0.03851 3.12222 0.2510
H -0.45672 0.31109 4.76237 0.6366
```

* highest occupied orbital energy (spin up / spin down): -7.4 / -6.5 eV
* net charge: 0
* Kohn-Sham gap (spin up / spin down): 7.1276 / 6.2723 eV
* energy relative to the best compared isomer or geometry (same formula, charge and spin): 4.4 kcal per mole

no.,molecular weight (g mol⁻¹),maximum force (Eh/bohr)
1,959.90,0.011
2,654.72,0.012